ORCA calculation (ωB97M-V with the def2-TZVPD basis set) on a cluster of 13 separate species, C66H168N10O23 in total at a distorted geometry.

Each line ends with the Löwdin charge.
CARTESIAN COORDINATES (ANGSTROEM)
1 C 0.87495 5.24827 -1.65148  -0.092
2 C 1.76035 6.37320 -2.14248  -0.285
3 O 0.98256 7.23802 -3.01136  -0.090
4 H 0.73790 4.44939 -2.38025  0.053
5 H -0.11771 5.52437 -1.29582  0.077
6 H 1.33014 4.58713 -0.91406  0.058
7 H 2.57572 5.90480 -2.69372  0.101
8 H 2.26314 6.94483 -1.36238  0.106
9 H 1.48180 7.94918 -3.41956  0.074
10 C 2.59107 -0.85224 6.37876  -0.094
11 C 1.14001 -0.83010 6.06092  -0.321
12 O 0.65098 -2.12121 6.43076  -0.081
13 H 3.04459 -0.03617 5.81620  0.066
14 H 3.03464 -1.78300 6.02515  0.065
15 H 2.83460 -0.75077 7.43634  0.083
16 H 1.03934 -0.77127 4.97717  0.094
17 H 0.61889 0.02257 6.49621  0.101
18 H 0.97007 -2.24731 7.32736  0.077
19 C 4.17541 0.48583 -1.79431  -0.072
20 C 3.86494 1.38223 -3.01490  -0.287
21 O 2.93658 2.42087 -2.68813  -0.108
22 H 4.92453 -0.27281 -2.02097  0.067
23 H 3.31908 -0.11377 -1.48563  0.055
24 H 4.56688 1.02503 -0.93169  0.077
25 H 3.33220 0.86304 -3.81159  0.104
26 H 4.74826 1.84360 -3.45646  0.105
27 H 2.67579 2.86666 -3.49737  0.074
28 C -5.16528 5.39902 2.31005  -0.154
29 O -4.42970 4.29258 2.65163  -0.194
30 C -3.00476 4.50631 2.65103  -0.193
31 C -2.26998 3.20521 2.84429  -0.248
32 N -2.62765 2.63945 4.10225  -0.039
33 C -1.83629 1.38901 4.24424  -0.162
34 C -2.34593 0.65526 5.55092  -0.198
35 O -3.62991 0.06112 5.30142  -0.227
36 C -4.28219 -0.62646 6.42524  -0.062
37 H -5.22436 5.55556 1.23297  0.081
38 H -4.70911 6.34344 2.60683  0.082
39 H -6.17185 5.35745 2.72622  0.092
40 H -2.70440 5.25477 3.38430  0.124
41 H -2.71043 4.87831 1.66966  0.118
42 H -1.20699 3.44056 2.79165  0.108
43 H -2.40673 2.53169 1.99826  0.108
44 H -3.59172 2.34459 4.16332  0.101
45 H -0.79180 1.66379 4.39138  0.091
46 H -2.06662 0.80702 3.35187  0.109
47 H -2.38388 1.37006 6.37293  0.117
48 H -1.63260 -0.12851 5.80582  0.083
49 H -5.13022 -1.23592 6.11298  0.079
50 H -4.62613 0.08146 7.17933  0.082
51 H -3.55689 -1.34680 6.80360  0.080
52 C 5.41567 5.05869 5.73108  -0.096
53 O 5.80026 4.76284 7.06445  -0.213
54 C 4.99213 5.33698 8.13734  -0.153
55 C 3.57114 4.74951 8.09036  -0.240
56 N 3.51415 3.35142 7.81633  -0.057
57 C 2.17543 2.83807 7.70441  -0.186
58 C 1.39896 3.31382 6.41437  -0.195
59 O 2.30091 3.17027 5.32199  -0.227
60 C 1.74243 3.51944 4.02429  -0.052
61 H 4.44315 4.62349 5.50110  0.072
62 H 6.09096 4.53071 5.05778  0.061
63 H 5.49511 6.11555 5.47645  0.096
64 H 4.88079 6.40650 7.95891  0.117
65 H 5.51356 5.04247 9.04809  0.122
66 H 3.16310 5.31706 7.25401  0.101
67 H 3.00175 5.02768 8.97722  0.126
68 H 3.95122 3.27520 6.90899  0.076
69 H 1.52987 3.02068 8.56348  0.118
70 H 2.39630 1.77183 7.75385  0.095
71 H 1.05670 4.34459 6.50645  0.114
72 H 0.48457 2.72055 6.40821  0.102
73 H 0.98715 2.77795 3.76380  0.055
74 H 2.52596 3.57669 3.26870  0.088
75 H 1.26755 4.49588 4.11988  0.089
76 C -4.02534 -3.45470 -6.84700  -0.138
77 O -2.66605 -3.31515 -6.88404  -0.198
78 C -2.05682 -3.62555 -5.63560  -0.171
79 C -0.52231 -3.45016 -5.87908  -0.178
80 N 0.03620 -4.47816 -6.80382  -0.036
81 C 1.47291 -4.26119 -7.08914  -0.188
82 C 1.92171 -5.27498 -8.19339  -0.217
83 O 1.19702 -5.09626 -9.41387  -0.203
84 C 1.92010 -5.58763 -10.54001  -0.110
85 H -4.47716 -3.15197 -7.79162  0.096
86 H -4.47848 -2.78072 -6.12000  0.072
87 H -4.36239 -4.46946 -6.63544  0.093
88 H -2.16780 -4.67249 -5.35329  0.109
89 H -2.47802 -3.02415 -4.82998  0.101
90 H 0.01244 -3.41862 -4.92978  0.107
91 H -0.37248 -2.45851 -6.30602  0.065
92 H -0.50970 -4.58463 -7.64689  0.099
93 H 2.03513 -4.45048 -6.17472  0.111
94 H 1.81204 -3.28070 -7.42342  0.105
95 H 1.87102 -6.32245 -7.89620  0.117
96 H 2.97866 -5.11001 -8.40260  0.106
97 H 2.82085 -5.00965 -10.74664  0.083
98 H 1.30194 -5.39344 -11.41653  0.086
99 H 2.13617 -6.64944 -10.42177  0.088
100 C -8.64598 -4.61664 -5.41115  -0.128
101 O -8.09291 -3.64882 -4.57048  -0.191
102 C -9.02278 -2.80647 -3.87468  -0.208
103 C -8.19572 -1.75396 -3.13153  -0.186
104 N -7.55338 -0.88578 -4.16637  -0.038
105 C -6.70773 0.07325 -3.45221  -0.217
106 C -5.67664 0.70248 -4.39476  -0.169
107 O -4.71359 -0.27243 -4.92044  -0.206
108 C -4.09240 0.27642 -6.05133  -0.120
109 H -9.36229 -4.29153 -6.16567  0.083
110 H -9.18328 -5.37849 -4.84634  0.084
111 H -7.85269 -5.09684 -5.98405  0.084
112 H -9.66149 -3.21638 -3.09230  0.118
113 H -9.64361 -2.28425 -4.60268  0.120
114 H -7.42577 -2.26686 -2.55515  0.097
115 H -8.84804 -1.23662 -2.42802  0.125
116 H -6.90465 -1.39126 -4.75266  0.085
117 H -6.21698 -0.40990 -2.60734  0.103
118 H -7.35164 0.87680 -3.09473  0.122
119 H -5.08018 1.46605 -3.89548  0.097
120 H -6.22531 1.21322 -5.18610  0.120
121 H -4.81493 0.53764 -6.82453  0.099
122 H -3.50142 -0.50246 -6.53319  0.065
123 H -3.38800 1.06754 -5.79432  0.081
124 C -4.86982 -3.23278 -2.90524  -0.078
125 O -4.68737 -2.66203 -1.61385  -0.194
126 C -4.47155 -3.56230 -0.62592  -0.240
127 C -4.47291 -2.86791 0.75984  -0.196
128 N -5.70091 -2.16408 0.96893  -0.062
129 C -5.76961 -1.17552 2.02218  -0.177
130 C -5.03570 0.07948 1.57476  -0.217
131 O -5.63961 0.75610 0.47485  -0.169
132 C -5.00782 1.93635 0.09209  -0.112
133 H -3.97451 -3.71024 -3.30342  0.071
134 H -5.19974 -2.43578 -3.57161  0.065
135 H -5.77837 -3.83203 -2.96481  0.088
136 H -3.51304 -4.05862 -0.77765  0.107
137 H -5.24804 -4.32603 -0.66903  0.126
138 H -3.61538 -2.20225 0.85799  0.095
139 H -4.38781 -3.62539 1.53899  0.121
140 H -5.86633 -1.68823 0.09354  0.088
141 H -5.21894 -1.56918 2.87651  0.106
142 H -6.76325 -0.90529 2.37961  0.118
143 H -3.97657 -0.11203 1.40257  0.104
144 H -5.00675 0.72947 2.44928  0.114
145 H -5.38423 2.17623 -0.90233  0.079
146 H -3.94667 1.79269 -0.11141  0.067
147 H -5.12165 2.76811 0.78732  0.078
148 C -0.91957 -0.76524 -8.13349  -0.069
149 O -1.21010 0.60013 -7.67761  -0.200
150 C -0.05195 1.41380 -7.95210  -0.221
151 C -0.37827 2.93132 -7.70204  -0.197
152 N -0.62707 3.07701 -6.27620  -0.065
153 C -1.28828 4.36400 -5.91987  -0.162
154 C -1.69555 4.33876 -4.42010  -0.245
155 O -3.04089 4.06698 -4.35031  -0.212
156 C -3.52893 3.74817 -3.05113  -0.083
157 H 0.03591 -1.19113 -7.82728  0.074
158 H -0.89915 -0.69540 -9.22106  0.088
159 H -1.74800 -1.41680 -7.85548  0.066
160 H 0.27069 1.35924 -8.99182  0.109
161 H 0.84383 1.14686 -7.39136  0.114
162 H -1.30126 3.13712 -8.24411  0.114
163 H 0.48351 3.51519 -8.02535  0.117
164 H -1.21782 2.32892 -5.94235  0.082
165 H -2.18347 4.60960 -6.49119  0.111
166 H -0.65457 5.22174 -6.14525  0.110
167 H -1.54301 5.23310 -3.81595  0.114
168 H -1.16018 3.55837 -3.87931  0.101
169 H -3.10826 4.42317 -2.30581  0.088
170 H -3.13657 2.74538 -2.88207  0.067
171 H -4.61715 3.77675 -3.10647  0.091
172 C 3.77508 -6.41806 6.98864  -0.112
173 O 4.36390 -5.93293 5.78282  -0.210
174 C 3.48825 -6.12885 4.61942  -0.184
175 C 4.21678 -5.69700 3.31274  -0.189
176 N 4.66864 -4.31585 3.32634  -0.081
177 C 3.62917 -3.35521 3.43688  -0.198
178 C 4.20023 -1.95616 2.98524  -0.168
179 O 3.85833 -1.61717 1.62299  -0.208
180 C 4.45426 -2.38881 0.59522  -0.100
181 H 2.69560 -6.27308 6.94616  0.083
182 H 4.20775 -5.89285 7.84014  0.081
183 H 4.06392 -7.45256 7.17434  0.082
184 H 2.61969 -5.49060 4.78175  0.104
185 H 3.22285 -7.18114 4.51777  0.118
186 H 3.69424 -5.93505 2.38624  0.119
187 H 5.12592 -6.29828 3.31758  0.114
188 H 5.40445 -4.23266 4.01320  0.116
189 H 3.29363 -3.35688 4.47395  0.098
190 H 2.74768 -3.65144 2.86828  0.103
191 H 5.24916 -1.93146 3.28063  0.111
192 H 3.83287 -1.17447 3.65016  0.083
193 H 5.52584 -2.38086 0.79457  0.092
194 H 4.24370 -1.95182 -0.38090  0.066
195 H 4.16362 -3.43804 0.54303  0.077
196 C 5.20151 1.47604 3.46913  -0.103
197 O 6.42272 2.09109 3.78642  -0.217
198 C 6.91387 1.73086 5.11561  -0.169
199 C 8.41264 2.12982 5.33229  -0.168
200 N 8.68052 3.57062 5.26046  -0.069
201 C 8.62618 4.09536 3.90115  -0.204
202 C 8.93724 5.61239 3.83532  -0.200
203 O 9.27862 6.01581 2.52054  -0.188
204 C 9.44967 7.39076 2.35839  -0.138
205 H 5.43008 0.41599 3.35888  0.069
206 H 4.76208 1.93578 2.58390  0.089
207 H 4.46489 1.56145 4.26801  0.072
208 H 6.88352 0.65238 5.27077  0.109
209 H 6.23473 2.11354 5.87747  0.109
210 H 9.10822 1.62583 4.66128  0.119
211 H 8.56858 1.88573 6.38310  0.112
212 H 7.94607 4.08219 5.72842  0.074
213 H 7.62829 3.89556 3.51076  0.093
214 H 9.35561 3.51077 3.34055  0.124
215 H 9.81066 5.78582 4.46395  0.120
216 H 8.10397 6.23081 4.16899  0.112
217 H 10.06282 7.81139 3.15541  0.078
218 H 8.51252 7.94482 2.41204  0.084
219 H 10.05371 7.65446 1.49024  0.087
220 C -1.82741 -2.55164 3.60544  -0.058
221 O -1.26492 -2.67867 2.25183  -0.191
222 C 0.15891 -2.91924 2.27076  -0.217
223 C 0.77470 -2.98491 0.89040  -0.166
224 N 0.30051 -4.20716 0.13047  -0.020
225 C 0.71846 -4.24133 -1.24366  -0.241
226 C -0.01314 -5.30666 -2.01494  -0.217
227 O -1.43756 -5.21673 -1.87032  -0.209
228 C -2.28378 -6.17774 -2.56655  -0.066
229 H -1.36081 -1.71199 4.12058  0.062
230 H -1.78036 -3.45056 4.22012  0.091
231 H -2.88560 -2.29034 3.59721  0.067
232 H 0.39570 -3.83198 2.81749  0.117
233 H 0.61574 -2.13625 2.87601  0.099
234 H 1.86278 -2.94801 0.94359  0.086
235 H 0.55580 -2.05375 0.36780  0.097
236 H -0.70914 -4.18141 0.12243  0.090
237 H 1.78929 -4.42738 -1.32613  0.123
238 H 0.52997 -3.29095 -1.74303  0.094
239 H 0.29471 -6.23234 -1.52867  0.116
240 H 0.45017 -5.37749 -2.99902  0.117
241 H -3.29961 -5.79444 -2.47027  0.068
242 H -2.18238 -7.11539 -2.02004  0.084
243 H -2.03729 -6.39175 -3.60651  0.078
244 C 1.57643 0.61899 1.77371  -0.103
245 O 0.43015 1.41701 1.69902  -0.207
246 C 0.36730 2.02564 0.42638  -0.209
247 C -0.07075 1.10714 -0.77897  -0.161
248 N -1.39003 0.58103 -0.36820  -0.012
249 C -2.09126 -0.00950 -1.51247  -0.197
250 C -1.55372 -1.31369 -2.11013  -0.199
251 O -0.36487 -1.30341 -2.88934  -0.209
252 C -0.54984 -0.42281 -4.00884  -0.084
253 H 2.48688 1.20059 1.62909  0.081
254 H 1.55150 -0.07868 0.93660  0.070
255 H 1.60283 0.12178 2.74334  0.082
256 H -0.27069 2.90756 0.48367  0.108
257 H 1.32357 2.51402 0.23896  0.101
258 H -0.13486 1.65804 -1.71731  0.101
259 H 0.71947 0.40449 -1.04344  0.095
260 H -1.38509 -0.05959 0.41261  0.100
261 H -3.08339 -0.35274 -1.21925  0.103
262 H -2.37533 0.70931 -2.28105  0.098
263 H -1.18192 -2.01651 -1.36453  0.110
264 H -2.38094 -1.79755 -2.62946  0.104
265 H -0.40340 0.58669 -3.62471  0.067
266 H -1.51851 -0.52669 -4.49770  0.087
267 H 0.28181 -0.62825 -4.68283  0.087

spin multiplicity	1
molecular weight	1470.117	g/mol
strongest force on any atom	3.0	eV/A
HOMO-LUMO gap	8.562	eV